Formula: C50H120ClLi4N8O22
Source: the Open Molecules 2025 dataset
Level of theory: ωB97M-V with the def2-TZVPD basis set

Element x y z (Å)
Li 25.369 12.204 -12.458
Li 26.711 10.917 -14.816
Li 24.652 15.957 -13.920
Li 22.776 14.786 -16.056
Cl 27.039 10.240 -12.475
C 22.188 17.001 -13.936
O 21.444 17.987 -14.012
O 22.207 16.161 -14.844
O 23.219 17.147 -13.234
C 25.124 13.535 -14.444
O 24.595 14.293 -15.307
O 25.278 12.314 -14.521
O 25.322 14.111 -13.364
C 31.088 10.849 -9.424
O 31.823 12.096 -9.499
C 32.061 12.507 -10.842
C 32.729 13.969 -10.823
N 32.093 14.976 -9.934
C 30.632 15.156 -10.199
C 30.362 15.855 -11.528
O 29.020 16.310 -11.760
C 27.901 15.540 -11.345
H 30.855 10.580 -8.393
H 31.675 10.115 -9.975
H 30.122 10.958 -9.918
H 31.119 12.479 -11.390
H 32.678 11.739 -11.308
H 32.865 14.333 -11.841
H 33.763 13.808 -10.521
H 32.282 14.761 -8.965
H 30.186 15.732 -9.389
H 30.120 14.198 -10.113
H 30.449 15.135 -12.341
H 31.088 16.654 -11.675
H 28.154 14.561 -11.751
H 26.973 15.877 -11.807
H 27.822 15.429 -10.263
C 25.474 14.323 -19.295
O 24.791 13.092 -19.360
C 24.702 12.497 -18.073
C 24.432 11.005 -18.214
N 25.607 10.262 -18.578
C 26.175 10.480 -19.922
C 27.161 9.336 -20.292
O 26.456 8.042 -20.363
C 27.248 6.997 -19.778
H 24.977 15.020 -18.620
H 25.562 14.757 -20.291
H 26.483 14.215 -18.897
H 23.879 13.002 -17.568
H 25.617 12.561 -17.483
H 23.591 10.903 -18.900
H 24.032 10.712 -17.243
H 25.341 9.298 -18.435
H 26.674 11.449 -19.948
H 25.358 10.490 -20.644
H 27.902 9.323 -19.492
H 27.594 9.641 -21.245
H 27.252 7.092 -18.692
H 28.254 6.937 -20.193
H 26.718 6.071 -20.001
C 19.773 14.326 -5.962
O 19.447 13.469 -7.103
C 20.209 12.286 -7.010
C 19.969 11.374 -8.259
N 20.231 12.082 -9.478
C 19.768 11.434 -10.690
C 20.225 12.226 -11.937
O 19.388 13.355 -12.101
C 19.914 14.230 -13.069
H 20.818 14.638 -5.961
H 19.555 13.760 -5.056
H 19.249 15.281 -5.973
H 19.947 11.680 -6.142
H 21.254 12.572 -6.894
H 18.967 10.955 -8.164
H 20.622 10.503 -8.204
H 19.878 13.026 -9.403
H 18.688 11.360 -10.812
H 20.179 10.425 -10.734
H 20.239 11.541 -12.785
H 21.239 12.627 -11.924
H 20.880 14.612 -12.737
H 19.324 15.126 -13.260
H 20.000 13.716 -14.026
C 22.005 19.689 -16.932
O 21.502 18.395 -17.280
C 22.586 17.642 -17.984
C 22.114 16.425 -18.686
N 21.568 15.426 -17.756
C 21.207 14.153 -18.365
C 20.932 13.009 -17.284
O 21.912 12.905 -16.304
C 21.877 11.770 -15.481
H 21.191 20.298 -16.537
H 22.501 20.202 -17.755
H 22.684 19.626 -16.081
H 23.335 17.423 -17.222
H 23.006 18.313 -18.734
H 22.899 15.990 -19.304
H 21.423 16.827 -19.427
H 20.669 15.780 -17.461
H 22.075 13.908 -18.977
H 20.396 14.258 -19.086
H 20.801 12.069 -17.821
H 19.998 13.107 -16.731
H 22.193 10.857 -15.986
H 20.937 11.536 -14.981
H 22.567 11.859 -14.642
C 25.787 18.179 -19.672
O 25.824 17.604 -18.312
C 26.746 18.184 -17.372
C 26.074 18.108 -15.999
N 26.212 16.771 -15.309
C 27.422 16.591 -14.484
C 28.818 16.594 -15.101
O 29.321 17.902 -15.400
C 29.570 18.742 -14.267
H 25.493 19.227 -19.623
H 25.007 17.564 -20.120
H 26.757 18.019 -20.144
H 26.786 19.252 -17.587
H 27.750 17.760 -17.372
H 25.035 18.424 -15.911
H 26.523 18.846 -15.334
H 26.131 16.036 -15.997
H 27.466 15.575 -14.091
H 27.330 17.227 -13.603
H 28.803 15.945 -15.977
H 29.497 16.052 -14.443
H 30.017 18.179 -13.448
H 28.644 19.140 -13.851
H 30.152 19.640 -14.474
C 27.312 12.599 -9.769
O 26.142 12.798 -10.587
C 24.924 12.914 -9.817
C 23.617 12.862 -10.736
N 23.586 11.668 -11.597
C 23.498 10.413 -10.871
C 23.305 9.257 -11.815
O 22.015 9.243 -12.461
C 21.979 8.045 -13.247
H 28.163 12.606 -10.450
H 27.324 11.646 -9.241
H 27.480 13.438 -9.094
H 24.715 13.684 -9.075
H 24.960 12.108 -9.083
H 23.723 13.787 -11.303
H 22.779 12.981 -10.048
H 22.729 11.566 -12.123
H 22.689 10.358 -10.143
H 24.444 10.194 -10.376
H 23.442 8.428 -11.121
H 24.101 9.321 -12.556
H 22.067 7.178 -12.592
H 22.754 7.958 -14.009
H 21.032 7.991 -13.784
C 24.682 17.830 -10.214
O 24.262 18.973 -10.909
C 25.221 19.274 -11.971
C 24.851 20.610 -12.648
N 23.645 20.518 -13.465
C 23.203 21.808 -14.030
C 24.206 22.327 -15.140
O 24.400 21.306 -16.098
C 25.184 21.691 -17.197
H 25.689 18.112 -9.910
H 24.848 16.909 -10.773
H 24.097 17.543 -9.340
H 25.250 18.473 -12.710
H 26.232 19.358 -11.573
H 25.698 20.982 -13.225
H 24.758 21.273 -11.787
H 23.813 19.910 -14.253
H 23.220 22.534 -13.217
H 22.200 21.604 -14.405
H 25.168 22.531 -14.669
H 23.804 23.201 -15.653
H 26.230 21.838 -16.926
H 24.845 22.592 -17.706
H 25.074 21.006 -18.038
C 22.917 8.049 -17.100
O 24.350 8.110 -17.028
C 24.906 8.023 -15.671
C 26.433 8.120 -15.834
N 26.866 9.446 -16.206
C 28.346 9.445 -16.393
C 28.832 10.844 -16.659
O 28.332 11.639 -15.606
C 28.443 12.999 -15.961
H 22.618 8.204 -18.137
H 22.404 8.832 -16.543
H 22.499 7.109 -16.741
H 24.692 7.026 -15.285
H 24.468 8.829 -15.082
H 26.678 7.374 -16.590
H 26.937 7.780 -14.929
H 26.399 9.787 -17.034
H 28.651 8.818 -17.231
H 28.909 9.119 -15.519
H 28.547 11.199 -17.649
H 29.916 10.822 -16.775
H 29.487 13.307 -15.892
H 27.914 13.741 -15.363
H 28.136 13.265 -16.973

As for the net charge: -1. As for the HOMO energy: -2.1181 eV. Its total energy is -4560.7268 Eh. Its frontier orbital gap is 0.136 hartree.

---

Formula: C50H129N7O21
Source: the Open Molecules 2025 dataset
Level of theory: ωB97M-V with the def2-TZVPD basis set

Element x y z (Å)
C -1.325 -1.629 5.294
O -1.552 -0.264 5.501
C -0.432 0.508 5.891
C -0.823 1.935 5.974
N -1.981 2.059 6.920
C -2.729 3.279 6.903
C -2.107 4.480 7.500
O -1.054 4.973 6.691
C -0.862 6.371 6.791
H -0.553 -1.827 4.518
H -2.283 -2.018 5.007
H -0.955 -2.054 6.208
H 0.433 0.276 5.202
H -0.096 0.076 6.811
H -1.029 2.228 4.963
H 0.025 2.564 6.290
H -2.631 1.263 6.814
H -3.664 3.145 7.409
H -3.007 3.687 5.897
H -1.621 4.269 8.455
H -2.842 5.310 7.670
H -0.380 6.633 7.729
H -1.844 6.920 6.817
H -0.247 6.680 5.982
C 1.239 -7.359 1.305
O 1.071 -6.220 2.107
C 2.039 -5.276 1.711
C 1.846 -4.079 2.577
N 2.578 -4.290 3.877
C 2.226 -3.377 5.004
C 2.860 -2.025 4.975
O 2.240 -1.287 3.871
C 3.066 -0.139 3.645
H 1.059 -7.214 0.227
H 0.503 -8.137 1.616
H 2.316 -7.669 1.418
H 1.994 -5.041 0.642
H 3.038 -5.633 1.802
H 0.760 -3.893 2.650
H 2.298 -3.209 2.166
H 2.469 -5.279 4.177
H 2.578 -3.876 5.940
H 1.115 -3.300 5.154
H 3.920 -2.181 4.759
H 2.877 -1.461 5.929
H 2.581 0.515 2.934
H 4.046 -0.517 3.268
H 3.245 0.460 4.509
C 3.123 -1.769 -2.008
O 4.263 -1.842 -1.110
C 4.278 -0.719 -0.113
C 5.619 -0.767 0.608
N 6.605 -0.389 -0.422
C 8.004 -0.536 0.133
C 8.978 0.314 -0.558
O 8.875 0.222 -1.984
C 9.561 1.313 -2.547
H 3.133 -0.874 -2.625
H 2.229 -1.813 -1.383
H 3.191 -2.666 -2.599
H 3.427 -0.825 0.648
H 4.114 0.182 -0.775
H 5.712 -1.746 1.083
H 5.621 -0.034 1.388
H 6.495 -0.988 -1.229
H 8.218 -1.596 0.180
H 8.077 -0.229 1.189
H 9.985 0.163 -0.146
H 8.737 1.423 -0.390
H 9.105 1.482 -3.544
H 10.602 1.120 -2.611
H 9.476 2.221 -1.960
C -3.876 -0.363 -1.699
O -4.289 -1.724 -1.932
C -5.569 -2.035 -1.379
C -6.714 -1.145 -1.834
N -6.938 -1.086 -3.268
C -8.034 -0.126 -3.479
C -8.330 0.085 -4.946
O -7.138 0.497 -5.526
C -7.292 0.780 -6.908
H -3.929 -0.119 -0.618
H -4.472 0.392 -2.190
H -2.838 -0.305 -2.058
H -5.542 -2.035 -0.308
H -5.728 -3.081 -1.787
H -6.576 -0.149 -1.366
H -7.560 -1.571 -1.258
H -6.061 -0.775 -3.707
H -7.750 0.866 -3.132
H -8.894 -0.456 -2.849
H -9.080 0.905 -5.066
H -8.753 -0.877 -5.425
H -7.891 1.697 -7.075
H -7.899 -0.040 -7.353
H -6.278 0.855 -7.342
C -1.960 2.433 -3.513
O -1.882 3.762 -3.039
C -3.008 4.066 -2.172
C -2.879 3.409 -0.842
N -1.625 3.682 -0.201
C -1.523 3.313 1.181
C -1.610 1.791 1.561
O -2.897 1.219 1.286
C -3.180 0.205 2.185
H -1.791 1.714 -2.653
H -1.127 2.413 -4.214
H -2.918 2.213 -3.973
H -4.000 3.871 -2.624
H -3.024 5.161 -2.129
H -3.261 2.392 -0.751
H -3.629 3.902 -0.229
H -0.801 3.326 -0.738
H -2.281 3.828 1.696
H -0.525 3.684 1.463
H -1.482 1.729 2.683
H -0.873 1.083 1.084
H -4.140 -0.199 1.801
H -3.322 0.559 3.238
H -2.466 -0.612 2.231
C 2.886 4.825 -2.837
O 2.776 3.936 -3.987
C 2.486 4.588 -5.182
C 1.700 3.644 -6.121
N 2.518 2.459 -6.363
C 1.799 1.230 -6.823
C 1.037 0.568 -5.628
O 0.229 -0.430 -6.119
C -0.510 -1.126 -5.185
H 1.912 5.399 -2.695
H 3.764 5.483 -3.004
H 3.014 4.233 -1.916
H 3.428 4.875 -5.729
H 1.779 5.487 -5.012
H 1.518 4.124 -7.070
H 0.725 3.464 -5.584
H 2.957 2.232 -5.486
H 2.522 0.453 -7.045
H 1.080 1.460 -7.653
H 0.472 1.303 -5.055
H 1.797 0.161 -4.918
H -1.155 -0.432 -4.567
H 0.110 -1.545 -4.359
H -1.183 -1.804 -5.691
C 2.135 7.884 0.196
O 2.388 6.530 0.245
C 2.964 6.063 1.513
C 3.507 4.689 1.387
N 2.438 3.797 0.864
C 2.878 2.469 0.532
C 1.747 1.605 -0.036
O 1.126 2.352 -1.075
C 1.261 1.782 -2.363
H 1.351 8.148 0.958
H 1.809 8.217 -0.814
H 3.008 8.465 0.449
H 2.163 6.049 2.190
H 3.666 6.736 1.894
H 3.769 4.360 2.425
H 4.432 4.663 0.814
H 2.141 4.293 0.024
H 3.105 1.920 1.429
H 3.764 2.411 -0.129
H 0.925 1.432 0.653
H 2.050 0.622 -0.455
H 0.893 0.762 -2.461
H 2.294 1.801 -2.697
H 0.682 2.432 -3.017
O -4.165 -4.274 0.685
C -3.371 -5.271 0.032
C -3.676 -5.273 -1.397
O -3.017 -4.218 -2.050
H -3.585 -3.794 1.294
H -2.328 -5.056 0.157
H -3.608 -6.263 0.422
H -4.794 -5.207 -1.625
H -3.289 -6.193 -1.865
H -3.425 -3.353 -1.855
O -2.596 -3.529 2.914
C -1.604 -4.450 3.133
C -2.169 -5.893 3.326
O -3.447 -5.804 4.063
H -3.378 -3.824 3.478
H -0.852 -4.401 2.355
H -1.132 -4.263 4.118
H -1.491 -6.370 3.967
H -2.308 -6.452 2.421
H -4.212 -5.955 3.512
O 1.457 -5.633 -1.829
C 0.623 -4.655 -2.328
C -0.010 -5.136 -3.610
O -1.057 -4.300 -4.047
H 2.003 -5.953 -2.530
H -0.122 -4.451 -1.591
H 1.087 -3.693 -2.522
H -0.298 -6.164 -3.325
H 0.692 -5.262 -4.415
H -1.877 -4.404 -3.468
C -0.821 -1.296 -0.331
C -0.060 -1.867 0.853
O 0.573 -0.846 1.628
H -1.546 -0.498 0.007
H -1.385 -2.058 -0.834
H -0.160 -0.739 -1.044
H 0.653 -2.635 0.459
H -0.765 -2.495 1.515
H 1.109 -1.294 2.289

As for the HOMO energy: -7.9016 eV. Its total energy is -3945.2894 Eh. Its structure (SMILES) is COCCNCCOC.COCCNCCOC.COCCNCCOC.COCCNCCOC.COCCNCCOC.COCCNCCOC.COCCNCCOC.OCCO.OCCO.OCCO.CCO. Its frontier orbital gap is 0.309 hartree.

---

- Which of these has the lowest total energy?
  C50H120ClLi4N8O22

---

- What is the total energy in the first record?
  -4560.7268 Eh

---

- The lowest frontier orbital gap belongs to which entry?
  C50H120ClLi4N8O22